1.
{"formula": "C10H20IrO4S5", "method": "wB97M-V/def2-TZVPD", "elements": ["Ir", "C", "C", "S", "C", "C", "S", "C", "C", "S", "H", "H", "H", "H", "H", "H", "H", "H", "H", "H", "H", "H", "O", "S", "O", "O", "S", "C", "C", "C", "O", "C", "H", "H", "H", "H", "H", "H", "H", "H"], "xyz": [[0.53576, 0.43370, -0.40185], [-1.15382, -2.28839, -1.18735], [0.24323, -2.76995, -0.89205], [1.50993, -1.48165, -1.14423], [1.53200, -1.16722, -2.93856], [0.37420, -0.31197, -3.47096], [0.13933, 1.15897, -2.40838], [-1.67410, 1.35127, -2.39962], [-2.42045, 0.15344, -1.79357], [-1.41965, -0.61483, -0.43446], [-1.91297, -2.94077, -0.75659], [-1.32980, -2.22409, -2.25770], [0.49876, -3.66012, -1.46565], [0.35497, -3.01837, 0.16545], [1.59040, -2.12378, -3.45795], [2.48332, -0.64973, -3.07196], [-0.55708, -0.86882, -3.54801], [0.62124, 0.06567, -4.46302], [-2.01224, 1.58215, -3.41013], [-1.81073, 2.24956, -1.79641], [-2.62030, -0.61682, -2.53474], [-3.37590, 0.45472, -1.36811], [2.88740, 1.53580, -1.40929], [2.72266, 1.94979, -0.00709], [2.43597, 0.68816, 0.75834], [3.68464, 2.81111, 0.57486], [0.72045, 2.71781, 0.14086], [-0.85500, 1.18512, 3.98169], [0.28148, 0.25234, 4.39611], [1.06769, 0.15421, 3.10887], [0.04515, 0.06963, 2.07679], [-1.14903, 0.74330, 2.55178], [-0.51418, 2.22067, 3.99524], [-1.73353, 1.10892, 4.61907], [-0.10097, -0.72664, 4.69005], [0.87898, 0.64952, 5.21426], [1.69239, -0.73039, 3.01232], [1.67397, 1.04150, 2.93163], [-1.97157, 0.02791, 2.50621], [-1.36256, 1.58830, 1.89413]], "forces_ev_per_a": [[0.268, -0.872, 2.845], [0.048, 0.104, -0.069], [0.089, 0.038, 0.160], [-0.021, -0.804, -0.197], [-0.237, 0.170, -0.121], [0.232, -0.185, 0.067], [-0.007, 0.407, -1.033], [-0.179, -0.336, 0.238], [0.303, 0.250, -0.181], [-0.696, 0.299, -0.476], [0.034, 0.008, 0.055], [-0.023, 0.009, 0.015], [0.002, 0.040, -0.088], [0.037, -0.005, -0.013], [-0.021, -0.003, 0.000], [-0.027, 0.042, -0.012], [0.029, 0.001, 0.039], [0.027, -0.019, -0.005], [0.018, -0.102, -0.038], [0.011, -0.020, 0.007], [-0.005, -0.007, -0.005], [0.056, 0.061, 0.047], [0.169, 0.721, 0.401], [-0.073, 0.105, -0.948], [-0.266, -0.193, -0.385], [0.010, 0.105, 0.085], [0.143, 0.229, -0.040], [-0.013, 0.012, -0.010], [-0.015, -0.023, 0.004], [0.001, -0.025, -0.029], [0.114, -0.026, -0.379], [-0.033, 0.073, 0.018], [0.015, -0.003, -0.012], [-0.001, -0.010, -0.002], [-0.011, 0.002, -0.003], [0.012, 0.003, -0.012], [0.018, 0.010, 0.009], [-0.012, -0.017, 0.062], [0.013, -0.015, -0.004], [-0.008, -0.022, 0.009]], "de_lowest_kj_mol": 196.0, "charge": 1}

2.
{"formula": "C18H33N3O3Tl", "method": "wB97M-V/def2-TZVPD", "elements": ["C", "C", "H", "H", "C", "C", "H", "H", "C", "H", "H", "H", "C", "H", "H", "H", "Tl", "O", "C", "O", "C", "O", "N", "C", "C", "H", "H", "H", "H", "C", "C", "H", "H", "H", "C", "N", "C", "C", "C", "N", "C", "C", "H", "H", "H", "H", "H", "H", "H", "H", "H", "H", "H", "H", "H", "H", "H", "H"], "xyz": [[2.57008, 5.08066, -2.67580], [2.22176, 5.12476, -4.13381], [3.65451, 4.95973, -2.54499], [2.33251, 6.04441, -2.18962], [1.19452, 4.42253, -4.66499], [0.31368, 3.54005, -3.82070], [0.70802, 2.50692, -3.86329], [-0.72186, 3.51371, -4.21032], [3.01885, 6.04515, -4.98745], [3.67449, 6.64530, -4.35304], [2.36316, 6.72361, -5.54366], [3.65495, 5.54824, -5.73305], [0.94469, 4.43694, -6.13346], [1.85729, 4.28217, -6.71761], [0.52443, 5.38875, -6.48184], [0.23487, 3.65169, -6.40541], [-0.27074, -0.03469, 0.06579], [0.37577, 1.91574, -1.06111], [-0.36927, 2.81501, -1.50897], [-2.50245, 0.75053, -0.18370], [-2.69002, 1.88523, -0.68244], [-3.90366, 2.40134, -0.68223], [-1.76224, 2.76566, -1.31327], [-3.86408, 3.72574, -1.30242], [-2.50905, 3.85802, -1.90717], [-4.00525, 4.48466, -0.50575], [-4.66430, 3.83028, -2.02029], [-1.99447, 4.77243, -1.63171], [-2.53839, 3.68741, -2.99978], [0.35633, 3.90462, -2.33093], [1.84853, 3.95061, -1.94355], [-0.08982, 4.91022, -2.20702], [2.29370, 2.99419, -2.27598], [1.96567, 4.06470, -0.85744], [0.20200, -0.69126, 3.04266], [1.19614, -0.50884, 1.97450], [2.07331, 0.63079, 2.26133], [1.89332, -1.76567, 1.51427], [1.01353, -2.77208, 0.69248], [0.49323, -2.26988, -0.63380], [1.46610, -2.17480, -1.72411], [-0.77004, -2.86137, -1.09158], [-0.32351, 0.27326, 3.17081], [0.70022, -0.95986, 3.99626], [-0.52595, -1.47996, 2.77334], [2.68320, 0.44024, 3.16576], [2.73567, 0.83575, 1.40484], [1.42197, 1.50486, 2.45177], [2.79435, -1.45544, 0.94998], [2.18574, -2.31718, 2.43682], [1.68616, -3.62929, 0.46979], [0.13798, -3.11415, 1.27495], [1.74481, -3.18902, -2.08069], [0.97954, -1.63509, -2.55800], [2.37834, -1.63766, -1.40353], [-0.63822, -3.91868, -1.38941], [-1.53741, -2.79428, -0.30142], [-1.10293, -2.27997, -1.97460]], "forces_ev_per_a": [[-0.329, 0.100, 0.449], [-1.101, -0.604, -0.379], [-0.188, -0.034, -0.108], [0.057, -0.147, -0.248], [1.075, 0.582, 0.840], [-0.256, -0.765, 0.063], [-0.324, 0.142, -0.262], [0.455, 0.084, 0.057], [0.427, 0.486, -0.211], [0.011, 0.074, -0.167], [0.128, -0.015, 0.045], [-0.155, -0.079, 0.204], [-0.320, -0.066, -0.537], [-0.071, -0.038, 0.133], [-0.014, -0.071, 0.111], [0.060, 0.060, -0.086], [-0.079, -0.529, 0.349], [-1.178, 2.457, -1.218], [1.637, -2.261, 0.952], [-1.590, 3.931, -1.716], [0.909, -3.418, 1.384], [0.391, 1.090, -0.840], [0.297, 0.398, -0.140], [-0.802, 0.735, 1.375], [0.488, -0.160, -1.067], [-0.096, -0.602, -0.319], [-0.209, -0.266, -0.043], [-0.419, 0.295, -0.364], [0.039, 0.513, 0.444], [-0.454, 0.520, 0.151], [0.007, -0.252, 0.024], [0.134, -0.441, 0.085], [-0.164, 0.357, 0.444], [0.040, -0.198, -0.274], [0.498, -0.135, -0.040], [0.613, -0.774, 0.112], [-0.075, -0.366, 0.238], [-0.774, 0.391, 0.774], [0.342, 0.221, -1.099], [0.489, -0.469, 0.610], [-0.069, -0.431, 0.207], [0.372, -0.169, -0.032], [0.074, -0.543, 0.038], [-0.308, 0.052, -0.262], [0.313, 0.430, 0.148], [-0.075, 0.221, -0.298], [-0.257, -0.050, 0.307], [0.458, -0.284, -0.119], [-0.474, -0.273, 0.301], [0.272, 0.097, -0.624], [-0.456, 0.138, 0.444], [0.534, 0.123, -0.216], [0.064, 0.438, 0.021], [0.407, -0.165, 0.318], [-0.469, -0.216, -0.174], [-0.167, 0.292, 0.077], [0.285, -0.017, -0.320], [-0.001, -0.387, 0.456]], "de_lowest_kj_mol": 0.0, "charge": 1}

3.
{"formula": "C18H21BN2O6STl", "method": "wB97M-V/def2-TZVPD", "elements": ["Tl", "O", "C", "O", "C", "C", "C", "C", "C", "C", "N", "O", "O", "H", "H", "H", "H", "C", "C", "C", "O", "B", "O", "C", "C", "C", "H", "H", "H", "H", "H", "H", "H", "H", "H", "H", "H", "H", "S", "C", "N", "C", "C", "C", "C", "H", "H", "H", "H", "H"], "xyz": [[0.67791, 1.28358, -1.90120], [3.48501, 2.20599, 1.78466], [3.29429, 1.53350, 0.76727], [2.42038, 1.70153, -0.12951], [4.25252, 0.34764, 0.54915], [4.24449, -0.37428, -0.63613], [5.09522, -1.45671, -0.82716], [5.97733, -1.83256, 0.16877], [5.98254, -1.09224, 1.34660], [5.14420, -0.00918, 1.55437], [6.91531, -1.48470, 2.40731], [6.92857, -0.83713, 3.43857], [7.62240, -2.46512, 2.22144], [3.54910, -0.08746, -1.41150], [5.05355, -2.01057, -1.75635], [6.64771, -2.67048, 0.05740], [5.15924, 0.56274, 2.47010], [-3.90415, 2.26359, -0.87425], [-3.00620, 2.21349, 0.35907], [-3.27848, 3.41837, 1.24549], [-1.64304, 2.26975, -0.10035], [-1.11602, 0.97617, -0.16411], [-2.00481, 0.09701, 0.42844], [-3.05023, 0.83770, 1.09072], [-4.35556, 0.07315, 0.94081], [-2.67272, 0.93603, 2.56651], [-3.67405, 3.17085, -1.43342], [-4.96335, 2.27822, -0.60619], [-3.71544, 1.40835, -1.52469], [-3.21155, 4.32692, 0.64598], [-2.54631, 3.48847, 2.04718], [-4.28021, 3.36892, 1.68174], [-4.56449, -0.15142, -0.10388], [-5.19149, 0.64644, 1.35084], [-4.28918, -0.86873, 1.48820], [-1.73230, 1.47411, 2.68817], [-2.53695, -0.07392, 2.95645], [-3.44715, 1.43561, 3.15261], [0.96946, -2.11262, -1.91335], [0.42550, -2.16352, -0.32951], [-0.73411, -2.82318, -0.02839], [-1.27269, -2.92279, 1.21547], [-0.64526, -2.36670, 2.27702], [0.56530, -1.67037, 2.04162], [1.08287, -1.57359, 0.78575], [-1.21664, -3.22401, -0.81894], [-2.20719, -3.46104, 1.27756], [-1.07662, -2.43892, 3.26385], [1.07901, -1.19161, 2.86530], [1.99437, -1.02998, 0.58989]], "forces_ev_per_a": [[0.056, -0.201, 0.244], [-0.011, -0.041, 0.084], [-0.078, 0.151, -0.125], [0.110, -0.183, 0.067], [-0.016, 0.061, -0.005], [0.008, -0.036, -0.023], [0.006, -0.017, -0.022], [-0.019, 0.098, 0.108], [-0.064, 0.066, -0.154], [0.009, -0.100, -0.074], [0.086, -0.236, 0.351], [0.000, 0.001, -0.183], [-0.064, 0.174, -0.064], [-0.077, 0.032, -0.029], [0.025, -0.016, 0.020], [0.010, -0.012, 0.007], [0.016, -0.003, 0.007], [0.015, -0.031, -0.002], [0.004, -0.041, 0.105], [-0.002, -0.045, -0.014], [-0.320, 0.116, 0.200], [0.534, 0.333, -0.749], [-0.252, -0.337, 0.203], [-0.047, 0.101, 0.050], [0.010, 0.045, 0.005], [0.030, -0.017, -0.035], [0.007, -0.001, -0.003], [0.011, 0.006, 0.003], [0.006, 0.012, 0.003], [0.006, 0.002, 0.000], [-0.004, 0.012, -0.005], [0.000, -0.010, -0.007], [0.004, -0.002, 0.011], [0.006, -0.006, 0.004], [0.006, -0.008, 0.001], [0.006, -0.005, -0.002], [-0.001, 0.003, 0.000], [-0.003, 0.001, -0.010], [-0.016, 0.036, -0.065], [-0.111, -0.077, -0.008], [0.087, 0.053, 0.142], [0.022, -0.003, -0.131], [-0.017, -0.010, 0.021], [0.054, -0.001, -0.104], [-0.028, 0.056, 0.162], [0.004, 0.037, -0.030], [-0.009, 0.018, 0.025], [0.006, -0.014, 0.006], [0.020, 0.007, 0.000], [-0.025, 0.031, 0.013]], "charge": -1}

no.,HOMO-LUMO gap (hartree),F_max (eV/Å)
1,0.2727,2.99
2,0.2638,4.57
3,0.2068,0.98